1.
Below is a 3-piece molecular cluster, C39H69FN2O4 overall, with properties calculated with ωB97M-V with the def2-TZVPD basis set.

The geometry in XYZ format:
```
115
C39H69FN2O4 ωB97M-V with the def2-TZVPD basis set
C -2.21 -2.63 1.66
C -2.39 -4.12 1.32
C -3.53 -4.39 0.33
C -3.51 -3.50 -0.92
C -2.23 -3.64 -1.74
C -2.16 -2.66 -2.93
C -0.75 -2.09 -3.09
C -0.39 -1.10 -1.97
C 1.01 -1.31 -1.40
C 1.29 -0.52 -0.12
C 1.95 -1.31 1.02
C 3.32 -1.90 0.64
C 3.48 -3.39 0.63
C 4.58 -4.00 1.06
C 4.75 -5.47 0.94
O 5.47 -6.09 1.69
C 3.97 -6.13 -0.14
C 2.85 -5.57 -0.57
C 1.95 -6.12 -1.63
C 2.43 -5.78 -3.05
C 1.30 -5.36 -3.97
F 3.35 -4.72 -2.99
C 2.41 -4.31 0.11
O 1.23 -4.08 0.25
H -3.17 -2.10 1.66
H -1.78 -2.50 2.65
H -1.56 -2.13 0.94
H -1.46 -4.52 0.93
H -2.61 -4.67 2.24
H -3.50 -5.44 0.02
H -4.49 -4.25 0.84
H -3.62 -2.45 -0.62
H -4.36 -3.74 -1.55
H -2.17 -4.67 -2.12
H -1.36 -3.49 -1.10
H -2.87 -1.85 -2.78
H -2.45 -3.17 -3.86
H -0.04 -2.93 -3.06
H -0.63 -1.63 -4.07
H -1.11 -1.18 -1.15
H -0.48 -0.08 -2.35
H 1.74 -1.02 -2.17
H 1.15 -2.38 -1.23
H 1.92 0.34 -0.36
H 0.36 -0.11 0.28
H 1.28 -2.09 1.37
H 2.08 -0.62 1.86
H 4.09 -1.52 1.32
H 3.60 -1.54 -0.35
H 5.40 -3.45 1.52
H 4.34 -7.08 -0.52
H 1.89 -7.21 -1.53
H 0.95 -5.72 -1.48
H 2.99 -6.62 -3.48
H 1.56 -5.52 -5.02
H 1.12 -4.29 -3.83
H 0.38 -5.89 -3.74
C 2.36 5.70 -0.59
C 2.14 4.21 -0.86
C 3.40 3.57 -1.46
C 3.68 4.01 -2.89
C 2.47 3.76 -3.79
C 1.16 4.36 -3.26
N 1.01 3.96 -1.82
O 0.42 2.84 -1.65
C 1.13 5.88 -3.44
C -0.03 3.78 -4.03
C 1.77 3.55 0.45
H 2.96 5.80 0.31
H 2.89 6.22 -1.38
H 1.40 6.21 -0.42
H 3.26 2.48 -1.44
H 4.24 3.79 -0.80
H 3.97 5.06 -2.92
H 4.53 3.45 -3.28
H 2.65 4.18 -4.79
H 2.33 2.69 -3.92
H 0.28 6.31 -2.91
H 1.02 6.10 -4.50
H 2.03 6.38 -3.10
H -0.02 2.70 -4.02
H 0.02 4.14 -5.06
H -0.97 4.12 -3.59
H 0.86 3.99 0.87
H 2.58 3.69 1.17
H 1.60 2.48 0.33
C -4.35 3.68 4.46
C -3.89 2.22 4.44
C -2.81 1.96 5.50
C -1.47 2.61 5.16
C -0.98 2.19 3.78
C -2.01 2.41 2.66
N -3.32 1.81 3.11
O -3.41 0.56 2.87
C -2.14 3.89 2.30
C -1.57 1.68 1.40
C -5.11 1.35 4.71
H -5.02 3.81 5.31
H -3.55 4.40 4.56
H -4.91 3.91 3.55
H -2.67 0.88 5.57
H -3.18 2.31 6.46
H -1.55 3.70 5.23
H -0.73 2.32 5.91
H -0.08 2.75 3.51
H -0.70 1.14 3.80
H -2.98 4.05 1.63
H -1.23 4.20 1.78
H -2.25 4.54 3.16
H -1.40 0.62 1.58
H -0.63 2.11 1.05
H -2.31 1.77 0.61
H -5.87 1.50 3.94
H -5.53 1.62 5.68
H -4.85 0.29 4.72
```

DFT total energy	-55446.744	eV
charge	0
frontier orbital gap (spin up / spin down)	7.1 / 8.4	eV
spin multiplicity	3
LUMO energy (spin up / spin down)	-0.7 / -0.7	eV
⟨S²⟩	2.008

***

2.
Below is C8H15N2 as an isolated structure in a non-equilibrium geometry, with properties calculated with ωB97M-V with the def2-TZVPD basis set.

The geometry in XYZ format:
```
25
C8H15N2 ωB97M-V with the def2-TZVPD basis set
C 1.29 1.33 0.00
C 1.03 1.18 -1.31
C 0.23 1.47 0.87
C -0.24 1.12 -1.91
C -1.15 0.97 0.73
C -1.45 0.87 -1.25
C -3.77 0.02 -1.08
C 2.43 -2.31 1.46
N -2.54 0.39 -1.73
N 3.46 -1.61 2.26
H 2.29 1.72 0.27
H 1.80 1.11 -2.08
H 0.51 1.53 1.94
H -0.29 1.04 -2.97
H -1.31 0.03 1.16
H -1.87 1.73 0.94
H -3.77 0.51 -0.12
H -4.60 0.37 -1.80
H -3.80 -1.00 -0.90
H 2.55 -3.32 1.11
H 1.42 -2.34 2.06
H 2.23 -1.73 0.58
H -2.47 0.07 -2.71
H 4.06 -2.20 2.91
H 3.95 -0.95 1.58
```

DFT total energy	-11508.969	eV
charge	+1
frontier orbital gap	6.2	eV
LUMO energy	-5.2	eV

***

3.
Below is one molecule with the formula C3H10NOPS in a non-equilibrium geometry, with properties calculated with ωB97M-V with the def2-TZVPD basis set.

The geometry in XYZ format:
```
17
C3H10NOPS ωB97M-V with the def2-TZVPD basis set
C -0.72 0.78 -1.64
N -0.55 0.06 -0.38
C -1.16 -1.25 -0.41
P 1.04 0.12 0.22
C 0.96 -0.41 1.96
O 1.03 2.20 0.39
S 2.51 -0.53 -0.85
H -0.43 0.17 -2.51
H -1.77 1.07 -1.73
H -0.10 1.68 -1.62
H -0.79 -1.87 -1.23
H -0.99 -1.77 0.53
H -2.24 -1.12 -0.55
H 1.77 0.11 2.48
H 0.01 -0.16 2.42
H 1.16 -1.48 2.00
H 0.27 2.40 0.94
```

DFT total energy	-26935.069	eV
structure (SMILES)	CN(C)[P@](C)(O)=S
charge	0
frontier orbital gap	9.7	eV
LUMO energy	0.6	eV

***

4.
Below is one molecule with the formula C21H16BrN3O2S in a non-equilibrium geometry, with properties calculated with ωB97M-V with the def2-TZVPD basis set.

The geometry in XYZ format:
```
44
C21H16BrN3O2S ωB97M-V with the def2-TZVPD basis set
C -1.32 0.59 -1.76
C -0.30 -0.35 -1.16
C 1.07 -0.11 -1.23
C 1.82 0.98 -1.78
C 1.81 2.29 -1.28
C 2.54 3.30 -1.96
O 3.38 3.06 -2.81
N 2.43 4.62 -1.70
C 1.75 5.03 -0.61
S 1.84 6.62 -0.16
N 1.10 4.12 0.18
C 1.08 2.76 -0.12
O 0.52 2.03 0.68
C 1.67 -1.33 -0.70
C 3.03 -1.65 -0.57
C 3.38 -2.91 -0.13
C 2.38 -3.81 0.19
C 1.02 -3.53 0.09
C 0.68 -2.23 -0.33
N -0.52 -1.60 -0.58
C -1.85 -2.19 -0.22
C -2.49 -1.60 1.01
C -3.82 -1.93 1.34
C -4.43 -1.36 2.45
C -3.75 -0.46 3.27
Br -4.60 0.24 4.83
C -2.42 -0.12 3.00
C -1.82 -0.68 1.87
H -0.89 1.40 -2.35
H -1.94 1.05 -0.99
H -2.00 0.04 -2.44
H 2.46 0.69 -2.62
H 3.13 5.24 -2.10
H 0.71 4.39 1.06
H 3.73 -0.92 -0.84
H 4.40 -3.23 -0.06
H 2.71 -4.80 0.54
H 0.29 -4.30 0.31
H -2.53 -2.04 -1.07
H -1.73 -3.27 -0.05
H -4.42 -2.59 0.73
H -5.46 -1.63 2.71
H -1.88 0.57 3.62
H -0.78 -0.34 1.73
```

DFT total energy	-111480.343	eV
structure (SMILES)	Cc1c(C=C2C(=O)NC(=S)NC2=O)c2ccccc2n1Cc1ccc(Br)cc1
charge	0
frontier orbital gap	6.9	eV
LUMO energy	-1.3	eV

***

5.
Below is one molecule with the formula C25H33N3O4, with properties calculated with ωB97M-V with the def2-TZVPD basis set.

The geometry in XYZ format:
```
65
C25H33N3O4 ωB97M-V with the def2-TZVPD basis set
C 4.91 1.17 3.00
C 5.31 2.08 1.83
O 4.30 2.16 0.85
C 4.06 1.08 0.05
C 4.87 -0.04 -0.07
C 4.52 -1.08 -0.91
C 3.35 -1.03 -1.65
C 2.87 -2.22 -2.44
C 2.15 -3.19 -1.48
N 1.23 -2.47 -0.63
C 1.49 -2.26 0.68
O 2.33 -2.86 1.31
C 0.61 -1.18 1.31
N -0.80 -1.34 1.08
C -1.61 -2.23 1.87
C -2.99 -2.10 1.21
N -2.69 -1.46 -0.05
C -3.72 -1.11 -1.01
C -4.71 -0.13 -0.42
C -5.83 -0.64 0.23
C -6.75 0.20 0.83
C -6.55 1.57 0.79
C -5.44 2.08 0.14
C -4.51 1.25 -0.47
C -3.34 1.86 -1.19
C -1.42 -1.00 -0.09
O -0.90 -0.40 -1.02
C 2.55 0.11 -1.56
C 2.88 1.15 -0.72
O 2.13 2.27 -0.55
C 0.95 2.43 -1.32
C 0.29 3.73 -0.90
H 4.00 1.54 3.45
H 4.74 0.15 2.66
H 5.70 1.17 3.74
H 6.26 1.75 1.40
H 5.42 3.11 2.18
H 5.78 -0.12 0.49
H 5.15 -1.95 -0.97
H 2.17 -1.89 -3.21
H 3.70 -2.74 -2.91
H 2.87 -3.67 -0.82
H 1.61 -3.95 -2.05
H 0.61 -1.81 -1.09
H 0.92 -0.21 0.89
H 0.79 -1.16 2.39
H -1.23 -3.26 1.81
H -1.62 -1.93 2.92
H -3.67 -1.48 1.81
H -3.47 -3.07 1.04
H -3.20 -0.68 -1.87
H -4.23 -2.02 -1.31
H -5.99 -1.71 0.25
H -7.62 -0.22 1.33
H -7.26 2.23 1.26
H -5.30 3.15 0.11
H -2.41 1.35 -0.95
H -3.50 1.79 -2.26
H -3.24 2.91 -0.92
H 1.64 0.15 -2.14
H 1.20 2.46 -2.39
H 0.26 1.58 -1.15
H -0.61 3.90 -1.48
H 0.03 3.69 0.16
H 0.98 4.56 -1.05
```

DFT total energy	-39122.339	eV
structure (SMILES)	CCOc1ccc(CCNC(=O)CN2CCN(Cc3ccccc3C)C2=O)cc1OCC
charge	0
frontier orbital gap	8.3	eV
LUMO energy	0.7	eV

***

6.
Below is a 17-piece molecular cluster, C61H106BN16O27 overall in a non-equilibrium geometry, with properties calculated with ωB97M-V with the def2-TZVPD basis set.

The geometry in XYZ format:
```
211
C61H106BN16O27 ωB97M-V with the def2-TZVPD basis set
O -1.66 -1.34 -0.78
C -0.51 -1.04 -0.84
O 0.24 -0.68 0.17
B 1.70 -0.60 -0.16
O 1.70 -1.11 -1.53
C 0.49 -1.17 -2.04
O 0.25 -1.37 -3.20
O 2.33 -1.46 0.73
C 3.37 -0.86 1.36
O 4.04 -1.33 2.23
C 3.43 0.59 0.78
O 2.32 0.72 0.04
O 4.23 1.46 1.00
C -1.52 -5.52 -4.96
C -1.68 -4.26 -5.50
C -0.64 -3.36 -5.57
C 0.61 -3.69 -5.08
C 0.78 -4.86 -4.44
C -0.29 -5.79 -4.40
N 1.79 -2.82 -5.34
O 2.81 -2.94 -4.72
O 1.66 -1.90 -6.10
H -2.28 -6.26 -5.02
H -2.74 -3.96 -5.73
H -0.77 -2.34 -5.96
H 1.71 -5.16 -4.05
H -0.04 -6.69 -3.93
C -4.40 0.80 -1.02
C -5.81 0.89 -1.23
C -6.51 1.68 -0.39
C -5.91 2.23 0.73
C -4.50 2.17 0.92
C -3.79 1.49 -0.05
N -6.65 3.19 1.56
O -7.87 3.22 1.35
O -6.06 3.76 2.43
H -3.77 0.16 -1.69
H -6.39 0.34 -1.98
H -7.63 1.75 -0.41
H -4.05 2.63 1.79
H -2.74 1.39 -0.04
C 1.53 4.32 -7.43
C 0.45 4.73 -6.63
C -0.41 3.71 -6.16
C -0.22 2.42 -6.53
C 0.76 2.05 -7.48
C 1.63 3.04 -7.95
N -1.10 1.35 -5.95
O -0.86 0.20 -6.24
O -1.88 1.78 -5.08
H 2.31 5.08 -7.57
H 0.23 5.71 -6.21
H -1.26 3.85 -5.50
H 0.98 1.05 -7.84
H 2.40 2.84 -8.65
C 4.16 -0.11 -3.47
C 4.57 -0.88 -2.21
O 4.79 -0.37 -1.16
N 4.62 -2.21 -2.42
C 4.71 -3.20 -1.32
H 3.14 0.21 -3.31
H 4.25 -0.82 -4.32
H 4.71 0.82 -3.63
H 4.44 -2.46 -3.39
H 5.52 -3.94 -1.53
H 3.71 -3.64 -1.16
H 4.99 -2.70 -0.39
C -5.95 -6.62 5.54
C -5.16 -6.22 6.78
O -5.19 -6.90 7.82
N -4.34 -5.18 6.61
C -3.37 -4.91 7.68
H -6.88 -7.08 5.91
H -5.38 -7.33 4.92
H -6.27 -5.76 4.98
H -4.18 -4.84 5.62
H -3.40 -3.88 8.01
H -2.32 -5.04 7.37
H -3.53 -5.50 8.60
C 7.36 1.51 0.61
C 7.75 1.13 2.03
O 8.80 1.55 2.55
N 6.88 0.45 2.72
C 6.93 0.30 4.16
H 6.86 2.51 0.71
H 6.73 0.74 0.11
H 8.30 1.58 0.05
H 5.95 0.35 2.34
H 7.52 1.09 4.67
H 7.48 -0.67 4.36
H 5.94 0.22 4.51
C 3.33 3.04 3.91
C 1.91 3.60 3.91
O 1.03 2.98 4.50
N 1.64 4.72 3.21
C 0.39 5.42 3.42
H 3.23 2.27 3.16
H 3.63 2.82 4.91
H 4.09 3.70 3.48
H 2.31 5.09 2.56
H 0.45 6.45 3.08
H 0.33 5.42 4.48
H -0.51 4.93 2.95
C -0.96 6.12 -1.26
C -0.12 5.21 -0.38
O 0.75 5.71 0.33
N -0.41 3.90 -0.34
C 0.30 2.96 0.54
H -0.35 7.06 -1.43
H -1.92 6.45 -0.75
H -1.12 5.63 -2.22
H -1.12 3.58 -1.02
H 0.07 1.98 0.14
H -0.05 3.01 1.56
H 1.38 3.06 0.58
C -4.41 4.29 -1.81
C -3.49 3.40 -2.57
O -2.28 3.20 -2.29
N -4.05 2.76 -3.62
C -5.44 2.70 -3.97
H -3.87 4.81 -1.04
H -5.26 3.74 -1.42
H -4.82 5.10 -2.39
H -3.37 2.15 -3.98
H -5.48 2.06 -4.89
H -5.94 3.66 -4.22
H -6.00 2.20 -3.22
C -5.23 -3.54 2.48
C -4.26 -2.81 3.45
O -3.41 -3.36 4.17
N -4.37 -1.46 3.49
C -5.33 -0.75 2.77
H -5.00 -4.59 2.56
H -5.14 -3.18 1.46
H -6.22 -3.31 2.83
H -3.84 -0.99 4.20
H -5.32 0.27 3.14
H -6.34 -1.12 2.83
H -5.06 -0.73 1.70
C 2.74 8.14 -2.35
C 3.82 7.73 -1.32
O 4.91 8.20 -1.23
N 3.42 6.76 -0.51
C 4.23 6.08 0.42
H 3.07 8.28 -3.36
H 2.27 9.08 -2.03
H 1.83 7.47 -2.23
H 2.47 6.49 -0.49
H 4.30 6.50 1.46
H 5.28 5.94 0.02
H 3.95 5.03 0.56
C -3.36 -0.73 -4.42
C -3.89 -2.07 -4.03
O -4.68 -2.73 -4.76
N -3.38 -2.58 -2.89
C -3.72 -3.96 -2.45
H -3.22 0.07 -3.67
H -3.97 -0.24 -5.19
H -2.44 -0.88 -4.97
H -2.65 -2.12 -2.36
H -3.30 -4.65 -3.23
H -4.79 -4.15 -2.36
H -3.28 -4.17 -1.51
C -1.51 -6.52 4.55
C -0.41 -5.99 3.63
O 0.75 -6.41 3.64
N -0.90 -5.00 2.84
C -0.07 -4.34 1.82
H -1.73 -5.79 5.34
H -1.25 -7.49 4.95
H -2.49 -6.68 4.00
H -1.77 -4.54 3.00
H 0.45 -3.47 2.23
H -0.70 -4.12 0.95
H 0.69 -5.05 1.48
C 5.13 3.56 -2.37
C 3.85 3.49 -3.15
O 3.69 3.92 -4.26
N 2.82 2.94 -2.38
C 1.54 2.82 -2.99
H 6.01 3.47 -3.05
H 5.15 2.84 -1.57
H 5.14 4.51 -1.85
H 3.02 2.42 -1.55
H 1.70 2.02 -3.77
H 1.26 3.75 -3.50
H 0.76 2.54 -2.28
C 5.04 -6.84 1.39
C 4.83 -7.51 2.70
O 5.24 -8.65 2.96
N 4.17 -6.74 3.60
C 3.79 -7.41 4.90
H 5.39 -7.58 0.73
H 5.74 -6.04 1.56
H 4.08 -6.43 0.98
H 3.55 -6.08 3.31
H 4.17 -8.44 4.79
H 2.68 -7.39 5.03
H 4.37 -6.98 5.69
C -2.08 2.52 5.98
C -2.20 1.31 5.12
O -3.25 0.66 5.15
N -1.21 0.91 4.34
C -1.58 -0.14 3.45
H -2.95 3.21 5.64
H -1.16 3.12 6.03
H -2.30 2.33 7.04
H -0.26 1.37 4.28
H -0.71 -0.51 2.77
H -2.42 0.13 2.84
H -1.96 -1.03 3.87
```

DFT total energy	-144782.530	eV
charge	-1
frontier orbital gap	7.6	eV
LUMO energy	0.4	eV